Entry 1:
ORCA calculation (the ωB97M-V functional and the def2-TZVPD basis) on a 4-piece molecular cluster, C16H35N5O9P overall.

Each line ends with the Mulliken charge.
Element x y z (Å)
N  0.66  4.74  2.10  -0.4731
C  -0.42  3.92  1.55  -0.3101
C  -0.11  3.37  0.16  -1.1084
N  0.93  2.35  0.25  0.4557
N  2.26  2.59  0.27  -0.1939
C  2.86  1.39  0.39  0.5840
P  4.68  1.22  0.49  0.8331
O  5.10  -0.04  1.08  -0.6177
O  5.11  2.54  1.24  -0.5064
O  5.10  1.44  -1.01  -0.4759
N  1.98  0.42  0.47  -0.5535
C  0.78  1.03  0.40  0.2655
N  -0.40  0.41  0.45  -0.1890
H  1.20  5.16  1.35  0.2731
H  1.31  4.14  2.60  0.2197
H  -0.53  3.05  2.19  0.2882
H  -1.36  4.47  1.55  0.3569
H  0.23  4.16  -0.51  0.3728
H  -0.97  2.88  -0.30  0.4135
H  2.69  3.50  0.20  0.2893
H  4.50  2.85  1.92  0.3550
H  5.80  0.79  -1.20  0.3612
H  -1.18  0.74  0.99  0.2396
H  -0.54  -0.40  -0.15  0.1938
O  1.98  3.78  4.58  -0.6637
C  1.28  3.49  5.53  0.7526
O  1.45  2.29  6.09  -0.3439
C  0.81  1.89  7.31  -0.4161
C  -0.58  1.34  7.06  -0.9584
C  0.19  4.41  6.02  -0.9638
H  0.81  2.71  8.02  0.3781
H  1.45  1.12  7.72  0.3173
H  -1.25  2.09  6.64  0.2738
H  -1.01  0.99  8.00  0.3648
H  -0.53  0.50  6.37  0.2893
H  -0.69  4.26  5.40  0.2355
H  0.53  5.43  5.88  0.3286
H  -0.08  4.27  7.06  0.3636
O  -1.28  -0.95  -1.84  -0.7053
C  -0.44  -1.11  -2.70  0.8271
O  0.40  -0.09  -2.93  -0.3407
C  1.53  -0.21  -3.82  -0.3542
C  1.14  0.05  -5.26  -1.0520
C  -0.38  -2.36  -3.53  -1.0550
H  2.02  -1.17  -3.69  0.4047
H  2.23  0.55  -3.48  0.2785
H  0.43  -0.69  -5.63  0.2799
H  2.03  0.01  -5.90  0.3824
H  0.68  1.03  -5.36  0.3185
H  -1.09  -2.26  -4.35  0.3109
H  -0.67  -3.20  -2.91  0.2621
H  0.60  -2.58  -3.94  0.4001
O  -3.60  -4.00  -5.81  -0.5693
C  -3.58  -4.69  -4.83  0.7567
O  -2.93  -5.87  -4.88  -0.3624
C  -2.70  -6.68  -3.72  -0.3145
C  -3.87  -7.57  -3.40  -0.9987
C  -4.30  -4.28  -3.57  -0.9740
H  -2.41  -6.06  -2.87  0.2306
H  -1.83  -7.28  -3.98  0.3813
H  -4.76  -7.00  -3.15  0.2700
H  -3.64  -8.22  -2.55  0.3610
H  -4.12  -8.20  -4.26  0.3001
H  -5.34  -4.58  -3.65  0.3017
H  -4.26  -3.20  -3.49  0.2937
H  -3.89  -4.70  -2.65  0.3355

Output
HOMO-LUMO gap: 8.76 eV
charge: +1



Entry 2:
ORCA calculation (the ωB97M-V functional and the def2-TZVPD basis) on C16H35NOP2PdSi as an isolated structure in a non-equilibrium geometry.

Each line ends with the Mulliken charge.
Element x y z (Å)
Pd  0.25  0.05  0.24  -0.6054
Si  2.43  0.01  -0.61  1.1819
P  -0.55  0.49  -2.30  0.8736
N  0.69  -1.63  -0.76  0.0246
H  1.78  0.36  1.06  -0.2867
C  -2.28  0.55  -2.91  -1.3060
H  -2.33  0.41  -4.00  0.3864
H  -2.70  1.53  -2.64  0.3795
H  -2.89  -0.21  -2.41  0.3008
C  0.06  1.98  -3.20  -1.1495
H  -0.19  1.96  -4.27  0.4451
H  1.15  2.03  -3.09  0.2558
H  -0.38  2.89  -2.76  0.2773
C  0.14  -0.80  -3.44  -1.2037
H  0.01  -0.57  -4.51  0.4781
H  -0.33  -1.76  -3.22  0.3348
H  1.20  -0.92  -3.24  0.3055
C  3.12  1.80  -0.32  -1.2668
H  2.78  2.32  0.58  0.2455
H  2.85  2.41  -1.19  0.2983
H  4.22  1.70  -0.28  0.4050
H  3.18  -0.91  0.29  -0.3980
H  2.67  -0.13  -2.08  -0.3509
C  0.33  -2.92  -0.70  -0.5745
C  -1.18  -4.86  -0.44  -0.5546
C  -0.95  -3.48  -0.31  -0.3480
C  1.35  -3.83  -1.14  0.0464
C  1.13  -5.19  -1.29  -0.6690
C  -0.15  -5.70  -0.94  -0.3249
H  -2.17  -5.29  -0.18  0.3409
H  -1.70  -2.80  0.02  0.5082
H  2.27  -3.34  -1.42  0.3353
H  1.93  -5.83  -1.69  0.3884
H  -0.34  -6.74  -1.04  0.4145
C  -1.74  3.52  0.26  0.7773
O  -2.33  3.01  -0.73  -0.5244
C  -2.07  3.02  1.65  -0.7345
H  -1.98  3.82  2.39  0.3982
H  -1.41  2.22  2.05  -0.2812
H  -3.08  2.59  1.74  0.3600
C  -0.38  4.16  -0.02  -0.7093
H  -0.46  4.95  -0.75  0.3781
H  0.32  3.44  -0.49  -0.1697
H  0.14  4.51  0.85  0.3667
C  2.46  0.52  3.19  -1.2580
P  1.00  -0.38  2.53  1.5592
C  1.41  -2.12  2.53  -1.3138
C  -0.35  -0.06  3.63  -1.3845
H  3.35  0.34  2.56  0.3479
H  2.58  0.08  4.19  0.4700
H  2.28  1.61  3.25  0.3230
H  1.82  -2.28  3.53  0.5877
H  0.48  -2.67  2.37  0.3141
H  2.15  -2.34  1.74  0.1720
H  -0.08  -0.56  4.57  0.4653
H  -0.47  1.02  3.80  0.3175
H  -1.27  -0.50  3.21  0.3508

Output
HOMO-LUMO gap (spin up / spin down): 4.11 / 7.11 eV
2S+1: 5



Entry 3:
ORCA calculation (the ωB97M-V functional and the def2-TZVPD basis) on C16H36AsN3O2RuSSi as an isolated structure.

Each line ends with the Mulliken charge.
Element x y z (Å)
Ru  -0.47  -0.26  -0.74  0.8150
C  4.20  1.69  2.32  -1.0181
Si  3.73  0.02  3.01  0.3087
C  4.57  -1.39  2.12  -1.0308
C  4.04  -0.06  4.84  -1.1324
C  1.83  -0.19  2.78  0.2479
C  0.99  -0.38  3.87  0.0558
C  -0.39  -0.54  3.73  -1.1142
C  -0.93  -0.51  2.47  -0.6996
N  -0.14  -0.32  1.40  0.4475
C  1.20  -0.17  1.54  0.0287
S  1.95  0.04  -0.03  -0.3349
H  5.27  1.86  2.49  0.3709
H  3.66  2.50  2.82  0.3422
H  4.03  1.77  1.25  0.3020
H  5.66  -1.31  2.24  0.3747
H  4.37  -1.40  1.05  0.3210
H  4.27  -2.36  2.53  0.3406
H  5.11  0.06  5.03  0.3314
H  3.75  -1.01  5.28  0.3388
H  3.54  0.74  5.39  0.3395
H  1.41  -0.41  4.87  0.4559
H  -1.03  -0.69  4.59  0.4444
H  -1.99  -0.62  2.27  0.4785
N  0.24  -0.18  -2.93  -0.4852
C  0.22  1.07  -3.73  -0.6150
C  0.97  2.19  -3.02  -0.1596
C  0.08  3.27  -2.41  -1.0168
C  -1.06  2.78  -1.54  -0.4238
N  -0.63  1.87  -0.44  -0.2450
H  1.20  -0.52  -2.87  0.3229
H  -0.27  -0.92  -3.42  0.3105
H  -0.83  1.33  -3.89  0.3870
H  0.65  0.86  -4.71  0.3565
H  1.67  2.66  -3.71  0.3653
H  1.61  1.75  -2.24  0.0630
H  -0.37  3.86  -3.21  0.3653
H  0.70  3.96  -1.84  0.4047
H  -1.82  2.25  -2.11  0.1372
H  -1.55  3.64  -1.08  0.4325
H  -1.32  1.94  0.31  0.3344
H  0.26  2.19  -0.05  0.3655
C  0.46  -3.05  -0.28  -0.7138
O  -0.43  -2.08  -0.84  -0.4013
H  -0.03  -4.02  -0.34  0.2912
H  0.66  -2.79  0.76  0.3141
H  1.39  -3.05  -0.84  0.2870
C  -3.79  -2.67  -0.78  -1.0368
As  -3.91  -0.90  -1.50  0.5615
C  -5.42  0.01  -0.77  -1.0640
C  -4.07  -0.99  -3.41  -1.1136
O  -2.51  -0.01  -1.11  -0.3988
H  -4.69  -3.21  -1.06  0.4515
H  -3.73  -2.61  0.30  0.3501
H  -2.92  -3.17  -1.18  0.2677
H  -6.32  -0.53  -1.04  0.4226
H  -5.45  1.02  -1.18  0.3610
H  -5.32  0.05  0.31  0.3557
H  -5.04  -1.40  -3.66  0.4348
H  -3.29  -1.65  -3.81  0.3506
H  -3.97  0.01  -3.82  0.3672

Output
HOMO-LUMO gap (spin up / spin down): 7.22 / 6.05 eV
charge: +2
2S+1: 5



Short version: energy = -52322.9733 -50624.7837 -107860.9832 eV, in the order given.